(A)
{
  "formula": "C6H17NO",
  "method": "ωB97M-V/def2-TZVPD",
  "symbols": ["H", "H", "H", "C", "O", "H", "H", "H", "H", "C", "H", "H", "H", "C", "H", "H", "N", "H", "H", "H", "C", "H", "C", "C", "H"],
  "coordinates": [[-3.34, -0.56, -0.54], [3.05, 1.59, 0.02], [0.72, -1.19, -1.46], [-1.87, -1.40, 0.87], [0.37, -1.91, -2.01], [3.24, 0.09, 1.88], [-2.99, 0.42, 0.80], [-2.34, -2.30, 0.47], [1.10, 2.01, -1.28], [-2.51, -0.22, 0.14], [-0.80, -1.50, 0.57], [-0.29, 0.72, 1.04], [-1.87, 1.37, -1.44], [2.08, 1.36, 0.48], [1.84, 2.28, 1.15], [0.56, -1.40, -2.76], [-0.42, 1.14, 0.07], [-1.88, -1.28, 1.96], [1.02, 0.28, -1.26], [-1.02, -0.20, -1.45], [0.92, 1.10, -0.60], [1.42, -0.14, 2.08], [2.26, 0.06, 1.31], [-1.50, 0.56, -0.76], [2.24, -0.88, 0.74]],
  "lowdin_charge": [0.118, 0.090, -0.019, -0.103, -0.045, 0.078, 0.069, 0.069, 0.125, -0.242, 0.065, 0.108, 0.119, -0.223, 0.130, 0.017, -0.083, 0.075, 0.044, 0.088, -0.243, 0.080, -0.143, -0.233, 0.060],
  "smiles": "CCCNCCC.O",
  "homo_lumo_gap_ev": 9.6,
  "e_homo_ha": -0.3193
}

---

(B)
{
  "formula": "C6H17NO",
  "method": "ωB97M-V/def2-TZVPD",
  "symbols": ["C", "H", "C", "H", "C", "H", "C", "H", "C", "H", "H", "H", "N", "H", "H", "O", "H", "H", "H", "C", "H", "H", "H", "H", "H"],
  "coordinates": [[-0.22, 2.37, -0.54], [-1.39, 0.08, 2.25], [-1.87, -0.16, 1.27], [0.06, -3.36, -1.75], [0.52, 1.49, 0.42], [0.20, 1.53, 1.48], [1.99, 1.90, 0.42], [2.45, 1.60, -0.59], [-0.92, -0.72, 0.11], [1.26, -0.54, 0.36], [0.87, -4.53, -2.12], [0.67, -0.02, -1.20], [-0.51, -2.20, 0.25], [2.31, 2.87, 0.50], [0.14, -2.28, 1.03], [0.14, -4.08, -2.38], [-2.78, -0.67, 1.49], [-1.21, -2.85, 0.28], [2.52, 1.35, 1.10], [0.46, 0.02, -0.04], [-1.63, -0.54, -0.78], [-1.84, 0.92, 0.85], [0.29, 3.36, -0.53], [-0.24, 2.01, -1.58], [-1.25, 2.45, -0.29]],
  "lowdin_charge": [-0.084, 0.075, -0.066, -0.009, -0.439, 0.134, -0.083, 0.116, -0.350, 0.084, -0.032, 0.148, 0.030, 0.041, 0.072, -0.020, 0.048, 0.018, 0.041, -0.168, 0.146, 0.067, 0.091, 0.088, 0.052],
  "smiles": "CC(C)C[C@H](C)N.O",
  "homo_lumo_gap_ev": 10.3,
  "e_homo_ha": -0.3443
}

---

(C)
{
  "formula": "C6H17NO",
  "method": "ωB97M-V/def2-TZVPD",
  "symbols": ["C", "H", "C", "H", "H", "H", "C", "H", "H", "H", "H", "H", "H", "H", "H", "H", "H", "H", "C", "H", "N", "H", "C", "C", "O"],
  "coordinates": [[-0.81, 1.03, 1.04], [1.63, -1.92, 1.67], [-2.11, 0.24, 1.32], [1.58, 1.66, -0.78], [-2.96, 0.66, 0.81], [-1.93, -0.75, 0.88], [0.10, 1.48, -2.37], [-0.32, 1.21, 2.00], [0.11, 0.41, -2.59], [-0.07, -1.70, 1.08], [0.72, -0.77, 2.46], [-1.14, 2.02, 0.71], [1.65, -0.75, -0.44], [0.83, 1.80, -3.11], [-0.40, -3.31, -0.40], [0.22, 2.66, -0.50], [-0.02, -2.19, -1.30], [1.92, 0.52, 0.74], [0.81, -1.23, 1.47], [-2.28, 0.10, 2.39], [0.00, 0.55, -0.08], [-0.84, 1.95, -2.63], [1.19, -0.22, 0.39], [0.50, 1.69, -0.92], [0.38, -2.87, -0.74]],
  "lowdin_charge": [-0.271, 0.080, -0.078, 0.096, 0.062, 0.051, -0.086, 0.109, 0.064, 0.035, 0.073, 0.095, 0.103, 0.066, 0.048, 0.106, 0.043, 0.107, -0.102, 0.069, -0.171, 0.069, -0.260, -0.245, -0.063],
  "smiles": "CCN(CC)CC.O",
  "homo_lumo_gap_ev": 9.5,
  "e_homo_ha": -0.3158
}

---

(D)
{
  "formula": "C6H17NO",
  "method": "ωB97M-V/def2-TZVPD",
  "symbols": ["H", "C", "H", "H", "C", "O", "H", "C", "N", "H", "H", "H", "H", "H", "C", "H", "H", "H", "H", "H", "H", "C", "H", "H", "C"],
  "coordinates": [[0.35, 0.48, -1.34], [1.95, -0.28, -0.09], [2.55, 0.61, -0.35], [-1.21, -1.55, -0.22], [-0.73, 0.55, 2.50], [1.16, 3.00, -2.08], [0.48, -2.63, -1.22], [0.64, -1.62, -1.75], [-2.61, -0.01, 1.07], [-1.04, -0.13, 3.26], [1.46, 2.17, -2.13], [1.88, -0.27, 1.00], [2.51, -1.19, -0.38], [0.27, 2.88, -2.55], [-1.23, 0.33, 0.99], [-0.10, -1.67, 0.87], [-1.00, 1.58, 2.79], [-3.02, -0.11, 2.02], [0.33, 0.58, 2.53], [1.54, -1.41, -2.43], [-3.24, 0.37, 0.33], [-0.45, -0.83, 0.24], [-1.19, 1.25, 0.41], [0.06, -1.64, -2.71], [0.64, -0.44, -0.78]],
  "lowdin_charge": [0.119, -0.084, 0.084, 0.113, -0.050, -0.026, 0.110, -0.122, -0.017, 0.064, -0.078, 0.068, 0.082, 0.088, -0.404, 0.119, 0.077, 0.082, 0.038, 0.094, 0.087, -0.175, 0.124, 0.074, -0.467],
  "smiles": "CC(C)C[C@H](C)N.O",
  "homo_lumo_gap_ev": 9.3,
  "e_homo_ha": -0.3161
}

---

Out of the structures above, which one is the most stable? Solution: (C).